1.
40
Properties=species:S:1:pos:R:3 method="wB97M-V/def2-TZVPD" spin_multiplicity=5 de_lowest_kcal_mol=34.37 e_homo_ev="-17.3703 / -18.3182" orbital_gap_ev="4.199 / 5.001" s_squared=6.183 charge=+3
Ru 1.2369 0.6471 0.1051
Cl 2.6099 -3.6053 2.3333
C 1.5149 -2.4404 2.9459
C 0.8056 -2.5613 4.1564
C -0.1557 -1.6440 4.5855
Cl -1.1980 -1.8105 5.9716
C -0.4892 -0.4748 3.7950
C -1.3651 0.6188 4.1426
C -1.3462 1.7490 3.3440
C -0.6652 1.8381 2.1177
N 0.0243 0.7415 1.6759
C 0.2452 -0.3074 2.6023
C 1.2349 -1.2142 2.1831
O 2.0625 -0.8784 1.2802
H 1.0355 -3.3643 4.8479
H -1.9986 0.6199 5.0158
H -1.8206 2.6519 3.6855
H -0.5510 2.7719 1.4762
C -3.7601 -0.6658 -3.5570
C -2.5030 -0.3240 -2.7650
C -2.0241 0.9655 -2.6866
C -0.9071 1.2855 -1.9833
N -0.1525 0.2196 -1.4234
C -0.5580 -1.0831 -1.5415
C -1.6927 -1.3415 -2.2869
H -3.4694 -1.0690 -4.5440
H -4.3412 0.2572 -3.7446
H -4.3946 -1.3811 -2.9835
H -2.4541 1.7172 -3.2802
H -0.5822 2.3327 -1.8581
H 0.1569 -1.8244 -1.1744
H -2.0060 -2.3281 -2.4532
N 3.7631 0.3614 -3.2241
C 3.1996 0.9586 -2.1521
N 3.1473 2.3089 -2.1596
O 2.7652 0.2905 -1.1616
H 4.3074 0.9467 -3.8479
H 3.8086 -0.6825 -3.3412
H 3.6269 2.9305 -2.8001
H 2.8900 2.7877 -1.2952


2.
36
Properties=species:S:1:pos:R:3 method="wB97M-V/def2-TZVPD" spin_multiplicity=1 smiles="S=C(c1ccc(-c2ccc(Cl)cc2Cl)o1)N1CCCCC1" e_homo_ev=-7.9454 orbital_gap_ev=7.602 charge=0
S -3.0644 -2.5038 -0.1034
C -1.9356 -1.2907 -0.2913
C -0.5682 -1.6764 -0.0168
C -0.1337 -2.9076 0.4318
C 1.2619 -2.8392 0.5281
C 1.6216 -1.5693 0.1364
C 2.8892 -0.8692 0.0553
C 2.8893 0.5305 0.0953
C 4.0524 1.2659 0.0269
C 5.2660 0.6028 -0.0851
Cl 6.7349 1.4987 -0.1655
C 5.3072 -0.7808 -0.1372
C 4.1297 -1.5070 -0.0708
Cl 4.2568 -3.2194 -0.1943
O 0.5074 -0.8667 -0.1846
N -2.2938 -0.0638 -0.7068
C -1.4775 1.1285 -0.6502
C -1.8852 1.9715 0.5626
C -3.3646 2.3363 0.4680
C -4.2029 1.0724 0.2932
C -3.6904 0.2684 -0.9014
H -0.7562 -3.7479 0.6584
H 1.9081 -3.6210 0.8661
H 1.9446 1.0422 0.1937
H 4.0243 2.3430 0.0636
H 6.2496 -1.2954 -0.2357
H -0.4233 0.8748 -0.6080
H -1.6573 1.6995 -1.5682
H -1.2710 2.8724 0.6020
H -1.7051 1.3946 1.4727
H -3.6762 2.8734 1.3652
H -3.5198 2.9963 -0.3892
H -5.2515 1.3267 0.1374
H -4.1327 0.4517 1.1886
H -4.2611 -0.6531 -1.0193
H -3.7725 0.8619 -1.8174


3.
38
Properties=species:S:1:pos:R:3 method="wB97M-V/def2-TZVPD" spin_multiplicity=2 e_homo_ev="-11.1889 / -11.1983" orbital_gap_ev="6.955 / 7.454" s_squared=0.778 charge=+1
Cr 0.3604 -0.4510 0.1873
C -0.2080 0.2858 3.5386
C 0.6026 0.9941 2.6627
C 0.0812 1.4828 1.4573
C -1.2551 1.2095 1.1304
C -2.0656 0.5199 2.0341
C -1.5483 0.0684 3.2350
H 0.1916 -0.0627 4.4820
H 1.6234 1.2335 2.9333
H 0.6265 2.2458 0.9168
H -1.7127 1.6884 0.2751
H -3.1138 0.3759 1.8053
H -2.1798 -0.4471 3.9461
Cl 5.3805 -0.9841 -4.7511
C 4.2085 -1.2269 -3.5146
C 3.5877 -0.1361 -2.9282
C 2.6622 -0.3908 -1.9396
Cl 1.8258 0.8737 -1.0945
C 2.3178 -1.6667 -1.4850
O 1.4242 -1.8258 -0.5284
C 2.9736 -2.7389 -2.1105
Cl 2.5917 -4.3392 -1.6046
C 3.8997 -2.5215 -3.1111
H 3.8353 0.8727 -3.2281
H 4.3864 -3.3644 -3.5815
N -1.0388 -4.0403 1.5493
C 0.0378 -3.8532 2.3757
C 0.4294 -2.5678 2.1779
N -0.4015 -1.9739 1.2474
C -1.2614 -2.9007 0.8762
H -1.5694 -4.8892 1.4496
H 0.4310 -4.6246 3.0131
H 1.2409 -2.0366 2.6441
H -2.0508 -2.7773 0.1554
C -0.9985 -0.5266 -1.3632
H -1.9742 -0.8573 -1.0005
H -0.6567 -1.2154 -2.1344
H -1.1137 0.4672 -1.8003


4.
36
Properties=species:S:1:pos:R:3 method="wB97M-V/def2-TZVPD" spin_multiplicity=1 de_lowest_kcal_mol=0.00 smiles="O=C(O)C(F)(F)[C@@H](NCc1ccccc1)c1ccccc1" e_homo_ev=-8.9307 orbital_gap_ev=9.567 charge=0
O -4.5610 -0.4495 1.4022
C -4.1336 -0.4956 0.2901
O -4.5586 -1.3445 -0.6299
C -2.9904 0.4598 -0.1672
F -2.8109 0.3081 -1.5189
F -3.3830 1.7488 -0.0077
C -1.7414 0.1423 0.6705
N -1.4729 -1.2844 0.4949
C -0.6284 -1.6718 -0.6320
C 0.8492 -1.4178 -0.4433
C 1.5659 -0.6593 -1.3580
C 2.9112 -0.4053 -1.1609
C 3.5580 -0.9107 -0.0471
C 2.8567 -1.6857 0.8605
C 1.5128 -1.9409 0.6600
C -0.5524 1.0574 0.4577
C -0.3756 1.8460 -0.6688
C 0.7677 2.6161 -0.8070
C 1.7464 2.5994 0.1687
C 1.5723 1.8203 1.3003
C 0.4279 1.0621 1.4459
H -4.1021 -1.2446 -1.4808
H -2.0955 0.2756 1.7019
H -1.0805 -1.6685 1.3459
H -0.7943 -2.7463 -0.7738
H -0.9763 -1.1550 -1.5267
H 1.0653 -0.2592 -2.2278
H 3.4543 0.1924 -1.8778
H 4.6066 -0.7070 0.1109
H 3.3582 -2.0946 1.7254
H 0.9751 -2.5573 1.3684
H -1.1198 1.8786 -1.4479
H 0.8913 3.2288 -1.6875
H 2.6394 3.1949 0.0532
H 2.3272 1.8059 2.0720
H 0.2911 0.4618 2.3345


5.
33
Properties=species:S:1:pos:R:3 method="wB97M-V/def2-TZVPD" spin_multiplicity=6 e_homo_ev="-6.1922 / -8.3339" orbital_gap_ev="5.410 / 7.477" s_squared=8.778 charge=0
Mn 0.0665 0.1143 -0.0464
C 0.2819 -0.0325 -3.7585
H 1.3750 0.1015 -3.7095
H 0.0851 -1.0902 -3.9676
H -0.1389 0.5825 -4.5803
H -0.1849 0.2434 -2.7737
H -1.3966 0.3556 -0.8071
C -0.4873 -3.9270 -1.3917
C -0.1672 -4.5998 -0.2010
C 0.2014 -3.8691 0.9384
C 0.2578 -2.4663 0.8932
C -0.0698 -1.7808 -0.3136
C -0.4566 -2.5079 -1.4502
C 0.6534 -1.6805 2.0397
C 0.9812 -2.1868 3.3055
C 1.3468 -1.2993 4.2957
C 1.4093 0.0903 4.0377
C 1.7609 1.0578 5.0015
C 1.7850 2.4148 4.6894
C 1.4155 2.8578 3.4027
C 1.0338 1.9447 2.4236
C 1.0534 0.5681 2.7285
N 0.6983 -0.3462 1.7864
H -0.7742 -4.5031 -2.2778
H -0.2088 -5.6969 -0.1392
H 0.4400 -4.4091 1.8627
H -0.7484 -1.9939 -2.3539
H 0.9441 -3.2565 3.5212
H 1.5734 -1.6692 5.2889
H 2.0094 0.6705 6.0009
H 2.0898 3.1174 5.4557
H 1.4235 3.9094 3.1640
H 0.7090 2.2392 1.4059


6.
40
Properties=species:S:1:pos:R:3 method="wB97M-V/def2-TZVPD" spin_multiplicity=1 de_lowest_kcal_mol=0.00 e_homo_ev=-8.8620 orbital_gap_ev=8.008 charge=0
Sr 0.3062 0.0887 2.0917
O -0.0963 -2.1769 0.9439
C 0.7721 -2.8937 0.0538
C 0.5650 -2.4998 -1.3963
C 0.6201 -0.9892 -1.6483
C 1.9097 -0.3571 -1.2080
C 3.0509 -0.4308 -2.0010
C 4.2198 0.1746 -1.5842
C 4.2299 0.8549 -0.3758
C 3.0620 0.8744 0.3575
N 1.9219 0.2864 -0.0309
H -1.0142 -2.4469 0.8195
H 0.6260 -3.9653 0.1981
H 1.7812 -2.6515 0.3905
H -0.4009 -2.8730 -1.7477
H 1.3304 -3.0165 -1.9845
H -0.2059 -0.4833 -1.1488
H 0.4934 -0.8091 -2.7175
H 3.0031 -0.9547 -2.9468
H 5.1117 0.1240 -2.1954
H 5.1159 1.3486 -0.0041
H 3.0509 1.3829 1.3176
O -0.6994 -1.7126 6.2057
S -0.3495 -1.1019 4.9654
O -1.3115 -1.1960 3.8661
N 1.0973 -1.5456 4.3715
C 1.9913 -0.5503 4.3906
S 3.4702 -0.5829 3.6277
C 1.3965 0.7533 4.8785
C 1.9800 2.0121 4.9033
C 1.1776 3.1037 5.2082
C -0.1822 2.9463 5.4726
C -0.7701 1.6883 5.4542
C 0.0456 0.6112 5.1569
H 3.0308 2.1214 4.6689
H 1.6105 4.0950 5.2265
H -0.7890 3.8161 5.6853
H -1.8270 1.5570 5.6449
N -1.9954 1.6030 -0.5314
C -1.4585 1.1007 0.3664